A structure of composition C46H60N4P2SeSi2TeW in a non-equilibrium geometry. Source: the OMol25 dataset; level of theory: ωB97M-V/def2-TZVPD.

Last column: Löwdin charge in e.
Positions of all 117 atoms, in Å:
W  -0.388  0.826  0.630  0.86
C  1.651  4.248  -2.203  -0.16
Si  1.135  3.838  -0.416  0.45
C  0.200  5.321  0.376  -0.17
C  2.778  3.569  0.560  -0.17
N  0.046  2.358  -0.550  -0.45
P  -1.348  2.104  -1.434  0.76
C  -1.945  0.840  -0.438  -0.57
P  -2.904  -0.147  0.613  0.71
N  -1.789  -0.425  1.797  -0.44
Si  -1.961  -1.030  3.522  0.45
C  -0.268  -0.969  4.325  -0.19
C  -2.786  -2.784  3.503  -0.16
C  -3.202  0.139  4.498  -0.17
C  -3.455  -1.543  -0.373  -0.32
C  -2.907  -2.790  -0.062  -0.11
C  -3.389  -3.972  -0.627  -0.07
C  -4.405  -3.909  -1.581  -0.06
C  -5.051  -2.678  -1.823  -0.05
C  -4.562  -1.495  -1.239  -0.08
C  -4.494  0.456  1.185  -0.30
C  -5.656  -0.315  1.343  -0.06
C  -6.858  0.350  1.732  -0.04
C  -6.856  1.730  1.937  -0.07
C  -5.695  2.474  1.881  -0.07
C  -4.523  1.860  1.455  -0.11
C  -0.831  1.542  -3.057  -0.29
C  -0.726  2.406  -4.150  -0.07
C  -0.469  1.844  -5.414  -0.06
C  -0.238  0.490  -5.564  -0.06
C  -0.245  -0.351  -4.444  -0.06
C  -0.634  0.158  -3.208  -0.09
C  -2.516  3.416  -1.799  -0.26
C  -3.887  3.168  -1.474  -0.07
C  -4.823  4.187  -1.537  -0.06
C  -4.473  5.433  -2.058  -0.03
C  -3.145  5.651  -2.476  -0.05
C  -2.166  4.688  -2.287  -0.11
H  2.667  4.555  -2.227  0.02
H  0.990  5.009  -2.622  0.02
H  1.597  3.383  -2.875  0.02
H  0.034  5.070  1.408  -0.05
H  -0.715  5.593  -0.092  0.01
H  0.914  6.137  0.305  0.05
H  2.782  2.567  1.026  0.01
H  2.894  4.322  1.316  0.03
H  3.619  3.667  -0.181  0.04
H  -0.374  -0.934  5.434  0.06
H  0.239  -0.077  3.938  -0.05
H  0.294  -1.822  3.984  0.00
H  -2.091  -3.623  3.303  0.04
H  -3.500  -2.872  2.680  0.00
H  -3.362  -2.874  4.413  0.03
H  -2.989  1.177  4.291  -0.04
H  -3.122  0.042  5.583  0.03
H  -4.259  -0.051  4.223  0.03
H  -2.033  -2.849  0.678  0.11
H  -2.987  -4.951  -0.304  0.12
H  -4.749  -4.755  -2.184  0.12
H  -5.949  -2.704  -2.457  0.12
H  -5.147  -0.568  -1.357  0.12
H  -5.680  -1.387  1.228  0.11
H  -7.792  -0.258  1.835  0.13
H  -7.794  2.244  2.188  0.12
H  -5.780  3.574  2.116  0.14
H  -3.576  2.418  1.226  0.07
H  -0.955  3.486  -4.131  0.11
H  -0.472  2.451  -6.338  0.13
H  0.008  0.099  -6.539  0.11
H  0.050  -1.411  -4.491  0.12
H  -0.672  -0.496  -2.335  0.07
H  -4.235  2.187  -1.202  0.09
H  -5.852  3.999  -1.211  0.12
H  -5.246  6.230  -2.231  0.14
H  -2.873  6.542  -3.043  0.12
H  -1.140  4.974  -2.586  0.10
Te  -0.659  2.494  2.696  0.55
C  3.626  -2.931  -2.453  -0.08
C  3.572  -1.698  -3.403  -0.20
C  4.229  -0.404  -2.833  -0.17
C  3.638  0.249  -1.604  -0.15
N  3.985  -0.369  -0.311  0.01
C  3.145  -1.106  0.473  -0.50
Se  1.178  -1.190  0.349  0.66
N  3.849  -1.750  1.465  0.00
C  3.302  -2.748  2.441  -0.13
C  3.510  -4.201  1.944  -0.19
C  2.712  -5.234  2.738  -0.25
C  3.182  -5.262  4.193  -0.10
C  5.235  -1.473  1.296  -0.12
C  6.378  -2.040  1.835  0.02
C  7.592  -1.705  1.201  -0.06
C  7.665  -0.878  0.114  -0.05
C  6.516  -0.184  -0.346  0.00
C  5.336  -0.576  0.195  -0.12
H  3.172  -3.824  -2.925  0.09
H  3.103  -2.794  -1.513  0.02
H  4.627  -3.215  -2.199  0.07
H  2.534  -1.469  -3.684  0.09
H  3.991  -1.983  -4.348  0.10
H  4.296  0.372  -3.636  0.13
H  5.300  -0.631  -2.606  0.11
H  2.540  0.207  -1.607  0.08
H  3.943  1.305  -1.540  0.13
H  2.231  -2.544  2.552  0.07
H  3.767  -2.500  3.415  0.14
H  4.602  -4.406  1.992  0.12
H  3.257  -4.232  0.855  0.12
H  2.911  -6.219  2.302  0.11
H  1.635  -5.058  2.647  0.11
H  4.285  -5.299  4.130  0.08
H  2.866  -6.119  4.768  0.07
H  2.931  -4.342  4.725  0.07
H  6.323  -2.667  2.667  0.10
H  8.527  -2.178  1.619  0.14
H  8.629  -0.642  -0.315  0.12
H  6.580  0.459  -1.200  0.12

Values from the calculation:
- ΔE to the lowest compared entry with this formula, charge and spin: 0.0 kJ/mol
- LUMO energy (spin up / spin down): -6.7240 / -6.7168 eV
- Gap between HOMO and LUMO (spin up / spin down): 5.64 / 5.65 eV
- Net charge: +2